(1)
DFT (ωB97M-V/def2-TZVPD) results for one molecule with the formula C6H15BO3S3 in a non-equilibrium geometry.

Properties
Multiplicity: 1
HOMO-LUMO gap in eV: 9.501
Charge: 0
E_LUMO in eV: 0.50
Energy relative to the best compared isomer or geometry (same formula, charge and spin) in kJ/mol: 77.7
SMILES: SCCOB(OCCS)OCCS

Structure (XYZ):
```
28
Properties=species:S:1:pos:R:3:lowdin_charge:R:1
O -0.86 0.11 1.29 0.045
O 0.90 -0.79 -0.01 0.023
O 0.02 1.52 -0.40 0.065
S -0.24 -2.72 2.87 0.715
S 2.94 -3.00 -1.01 0.764
S -0.35 4.55 -1.85 0.707
B 0.14 0.33 0.34 -0.670
C -1.74 -1.06 1.36 -0.218
C 1.37 -0.84 -1.37 -0.250
C -0.79 2.51 0.14 -0.251
C -1.04 -2.37 1.29 -0.541
C 1.64 -2.26 -1.85 -0.601
C -0.35 3.95 -0.19 -0.588
H -0.58 -1.51 3.45 -0.105
H 2.42 -2.74 0.21 -0.114
H 0.54 3.57 -2.13 -0.125
H -2.37 -0.98 0.54 0.106
H -2.29 -0.99 2.29 0.117
H 0.76 -0.18 -1.96 0.114
H 2.23 -0.14 -1.37 0.135
H -1.79 2.38 -0.30 0.132
H -0.83 2.34 1.22 0.125
H -1.74 -3.20 1.06 0.091
H -0.24 -2.40 0.56 0.036
H 0.73 -2.81 -1.67 0.067
H 1.90 -2.24 -2.90 0.082
H 0.66 4.27 0.13 0.070
H -1.04 4.69 0.27 0.071
```


(2)
DFT (ωB97M-V/def2-TZVPD) results for a 6-piece molecular cluster, C24H48O8 overall in a non-equilibrium geometry.

Properties
Multiplicity: 2
HOMO-LUMO gap (alpha / beta) in eV: 8.191 / 2.055
Charge: +1
E_LUMO (alpha / beta) in eV: -3.07 / -9.21
Energy relative to the best compared isomer or geometry (same formula, charge and spin) in kJ/mol: 371.8

Structure (XYZ):
```
80
Properties=species:S:1:pos:R:3:lowdin_charge:R:1
C -3.42 -6.31 -2.76 -0.066
C -2.79 -6.09 -1.37 -0.196
O -1.95 -4.98 -1.61 0.004
C -1.18 -4.49 -0.64 -0.572
O -1.20 -4.94 0.49 0.117
O -0.47 -3.48 -1.15 0.008
C 0.33 -2.64 -0.40 -0.086
H -4.22 -7.05 -2.76 0.074
H -2.75 -6.75 -3.49 0.077
H -3.83 -5.38 -3.16 0.077
H -2.17 -6.96 -1.16 0.132
H -3.55 -5.78 -0.64 0.131
H -0.20 -2.17 0.43 0.078
H 0.79 -1.80 -0.91 0.093
H 1.13 -3.23 0.04 0.094
C 0.81 0.77 1.35 -0.171
C 1.82 1.76 0.82 -0.152
C 1.01 2.75 -0.05 -0.135
O -0.31 2.71 0.60 -0.146
C -0.52 1.42 1.21 -0.203
H 1.08 0.39 2.33 0.110
H 0.79 -0.15 0.77 0.084
H 2.54 1.39 0.09 0.095
H 2.50 2.29 1.49 0.108
H 0.83 2.45 -1.08 0.099
H 1.47 3.73 -0.07 0.119
H -1.21 0.78 0.67 0.099
H -0.96 1.65 2.18 0.103
C -1.47 3.01 5.44 -0.143
C -1.46 4.09 6.53 -0.102
C 0.05 4.57 6.62 -0.026
O 0.74 3.38 6.21 0.141
C -0.04 2.61 5.31 -0.089
H -1.82 3.52 4.54 0.131
H -2.23 2.27 5.70 0.138
H -1.88 3.55 7.38 0.127
H -2.15 4.87 6.24 0.131
H 0.37 4.94 7.60 0.156
H 0.31 5.30 5.86 0.174
H 0.01 1.53 5.50 0.175
H 0.44 2.78 4.35 0.176
C 1.14 2.00 -4.19 -0.181
C 0.22 1.39 -5.24 -0.163
C -0.99 2.33 -5.27 -0.173
O -0.67 3.39 -4.35 -0.133
C 0.74 3.46 -4.39 -0.241
H 2.20 1.89 -4.44 0.110
H 1.09 1.67 -3.15 0.086
H 0.09 0.34 -5.01 0.110
H 0.80 1.52 -6.16 0.111
H -1.85 1.82 -4.84 0.111
H -1.15 2.85 -6.22 0.123
H 1.26 4.04 -3.63 0.113
H 1.19 3.92 -5.27 0.121
C 4.01 -1.51 1.06 -0.234
C 4.46 -1.05 -0.25 -0.188
C 5.93 -1.56 -0.16 -0.165
O 5.91 -2.71 0.72 -0.122
C 4.54 -2.90 1.11 -0.212
H 2.96 -1.55 1.37 0.107
H 4.53 -0.90 1.80 0.126
H 4.48 0.03 -0.37 0.103
H 3.85 -1.48 -1.04 0.117
H 6.57 -0.80 0.28 0.116
H 6.30 -1.72 -1.17 0.115
H 4.58 -3.33 2.11 0.125
H 3.99 -3.63 0.52 0.120
C -3.41 0.75 -1.18 -0.145
C -3.87 -0.27 -0.16 -0.181
C -3.03 -1.45 -0.30 -0.235
O -2.01 -1.10 -1.16 -0.143
C -2.47 -0.11 -2.00 -0.223
H -2.75 1.45 -0.67 0.092
H -4.18 1.28 -1.75 0.124
H -4.89 -0.52 -0.46 0.120
H -3.80 0.23 0.81 0.111
H -3.56 -2.22 -0.87 0.135
H -2.62 -1.75 0.67 0.133
H -3.05 -0.63 -2.76 0.127
H -1.80 0.54 -2.54 0.120
```